Record 1
H6NS2 | the ωB97M-V functional and the def2-TZVPD basis

The geometry in XYZ format:
```
9
Properties=species:S:1:pos:R:3:nbo_charge:R:1
S -0.43218 1.07293 -0.88846 -0.13
S 1.10620 -0.25836 -0.37544 -0.14
H 0.36073 1.93116 -1.54903 0.17
H 0.85957 -1.16282 -1.34763 0.16
N -1.06669 -1.25471 1.96900 -0.89
H -0.85057 -0.94375 2.92377 0.46
H -1.99827 -0.86300 1.77311 0.45
H -0.38615 -0.87329 1.26412 0.45
H -1.06653 -2.27933 1.90041 0.46
```

Computed properties:
**Electronic energy**: -23251.1867 eV
**Net charge**: +1
**Kohn-Sham gap**: 0.354 hartree
**Multiplicity**: 1
**Highest occupied orbital energy**: -13.7 eV
**F_max**: 0.66 eV/Å



Record 2
H6NS2 | the ωB97M-V functional and the def2-TZVPD basis

The geometry in XYZ format:
```
9
Properties=species:S:1:pos:R:3:nbo_charge:R:1
N 0.06075 0.39541 1.43541 -0.88
H 0.80651 -0.03916 0.87783 0.45
H -0.66279 -0.26057 1.73621 0.47
H -0.58398 0.98305 0.89362 0.45
H 0.52737 0.98149 2.17163 0.50
S -0.19492 0.56900 -1.60737 0.22
S -0.27126 -1.53562 -1.36343 0.31
H -0.79688 0.56628 -2.83202 0.25
H 1.11521 -1.65988 -1.31187 0.22
```

Computed properties:
**Electronic energy**: -23236.9434 eV
**Net charge**: +2
**Kohn-Sham gap (spin up / spin down)**: 0.398 / 0.256 hartree
**Multiplicity**: 2
**Highest occupied orbital energy (spin up / spin down)**: -21.2 / -21.0 eV
**F_max**: 2.25 eV/Å



Record 3
H6O3 | the ωB97M-V functional and the def2-TZVPD basis

The geometry in XYZ format:
```
9
Properties=species:S:1:pos:R:3:nbo_charge:R:1
O -0.89600 1.10244 -1.34514 -0.98
H -0.84450 0.28982 -0.78022 0.49
H -1.71288 1.54748 -1.11221 0.47
O -0.87365 -1.07170 0.23582 -0.97
H -0.74780 -2.01630 0.41778 0.48
H -0.15135 -0.61406 0.57030 0.49
O 1.37498 0.38943 0.88022 -0.94
H 1.75904 0.63360 0.00574 0.49
H 2.09217 -0.26071 1.12770 0.47
```

Computed properties:
**Electronic energy**: -6239.7361 eV
**SMILES**: O.O.O
**Kohn-Sham gap**: 0.409 hartree
**Multiplicity**: 1
**Highest occupied orbital energy**: -10.6 eV
**F_max**: 3.43 eV/Å



Record 4
H6O3 | the ωB97M-V functional and the def2-TZVPD basis

The geometry in XYZ format:
```
9
Properties=species:S:1:pos:R:3:nbo_charge:R:1
O -0.46333 1.84911 0.02478 -0.95
H -0.99933 2.63111 -0.10922 0.48
H -0.20033 2.02211 0.93778 0.48
O 0.64267 -1.82089 1.23078 -0.96
H 0.41367 -1.29289 0.44578 0.48
H -0.23833 -1.93689 1.57978 0.45
O 0.36267 -0.70389 -1.10422 -0.98
H 0.45467 -0.94089 -2.04122 0.49
H 0.02767 0.19311 -0.96422 0.51
```

Computed properties:
**Electronic energy**: -6239.7996 eV
**SMILES**: O.O.O
**Kohn-Sham gap**: 0.398 hartree
**Multiplicity**: 1
**Highest occupied orbital energy**: -10.4 eV
**F_max**: 0.86 eV/Å



Record 5
H6O3 | the ωB97M-V functional and the def2-TZVPD basis

The geometry in XYZ format:
```
9
Properties=species:S:1:pos:R:3:nbo_charge:R:1
O -1.67038 11.44799 -18.74126 -0.92
H -0.75540 11.68130 -18.58438 0.49
H -2.01316 11.22562 -17.87565 0.48
O -2.29019 13.89736 -19.30290 -0.91
H -3.04512 14.29221 -18.86654 0.48
H -2.24486 13.00968 -18.94766 0.50
O -0.54383 14.61883 -20.38761 -1.00
H -1.23910 14.39891 -19.76755 0.45
H -0.73525 15.51814 -20.65373 0.44
```

Computed properties:
**Electronic energy**: -6238.9045 eV
**Kohn-Sham gap**: 0.367 hartree
**Multiplicity**: 1
**Highest occupied orbital energy**: -9.6 eV
**F_max**: 4.63 eV/Å



Record 6
H6O3 | the ωB97M-V functional and the def2-TZVPD basis

The geometry in XYZ format:
```
9
Properties=species:S:1:pos:R:3:nbo_charge:R:1
O 0.46042 -0.88666 -0.45737 -0.94
H -0.40853 -0.73675 -0.82977 0.47
H 0.63350 -1.81431 -0.61778 0.47
O -2.10870 2.20535 -2.17538 -0.93
H -2.23865 2.26125 -1.22869 0.47
H -1.76928 1.32199 -2.31928 0.46
O 2.09811 -0.52015 2.52363 -0.94
H 1.52924 -0.81901 1.81419 0.48
H 1.80385 -1.01171 3.29045 0.46
```

Computed properties:
**Electronic energy**: -6239.6522 eV
**SMILES**: O.O.O
**Kohn-Sham gap**: 0.425 hartree
**Multiplicity**: 1
**Highest occupied orbital energy**: -11.3 eV
**F_max**: 0.45 eV/Å



Record 7
H6O3 | the ωB97M-V functional and the def2-TZVPD basis

The geometry in XYZ format:
```
9
Properties=species:S:1:pos:R:3:nbo_charge:R:1
O -0.87767 0.50988 -0.54331 -0.97
H -1.03102 0.57487 -1.49108 0.47
H 0.08268 0.48125 -0.42019 0.50
O -1.92125 -0.22678 2.14908 -0.96
H -1.82879 0.09391 1.23714 0.49
H -1.72520 -1.16727 2.09299 0.46
O 2.19089 -0.02381 -0.71436 -0.95
H 3.12465 -0.25197 -0.65411 0.48
H 1.98572 0.00991 -1.65617 0.47
```

Computed properties:
**Electronic energy**: -6239.8898 eV
**SMILES**: O.O.O
**Kohn-Sham gap**: 0.407 hartree
**Multiplicity**: 1
**Highest occupied orbital energy**: -10.7 eV
**F_max**: 0.26 eV/Å



Record 8
H6O3 | the ωB97M-V functional and the def2-TZVPD basis

The geometry in XYZ format:
```
9
Properties=species:S:1:pos:R:3:nbo_charge:R:1
H 0.17982 0.41321 -0.76326 0.47
H 0.48518 0.81364 0.70893 0.46
H 2.85126 0.42757 0.05177 0.47
H 1.73492 -0.66169 0.10117 0.46
H -3.19528 -0.93931 0.37009 0.46
H -1.92638 -0.46668 0.00108 0.45
O -0.00099 1.08805 -0.12539 -0.92
O 2.65290 -0.44933 -0.15895 -0.93
O -2.78142 -0.22546 -0.18545 -0.91
```

Computed properties:
**Electronic energy**: -6239.1684 eV
**SMILES**: O.O.O
**Kohn-Sham gap**: 0.434 hartree
**Multiplicity**: 1
**Highest occupied orbital energy**: -11.6 eV
**F_max**: 3.82 eV/Å



Record 9
H7N3P2 | the ωB97M-V functional and the def2-TZVPD basis

The geometry in XYZ format:
```
12
Properties=species:S:1:pos:R:3:nbo_charge:R:1
N 1.04734 -0.80585 -0.13324 -0.59
N -0.19486 -1.32108 0.41697 -0.22
N -1.18842 -0.80388 -0.47990 -0.80
P -1.97043 0.64397 -0.02613 0.45
P 1.47062 0.68813 -0.02836 0.72
H -0.12396 -2.30703 0.31514 0.37
H -1.00349 -1.22033 -1.44211 0.40
H -0.81543 1.22010 0.69296 -0.06
H -2.77289 0.21508 1.08910 -0.04
H 2.57696 0.79822 -0.70882 -0.10
H 2.12835 1.26583 1.04480 -0.04
H 0.84622 1.62683 -0.74041 -0.08
```

Computed properties:
**Electronic energy**: -23152.6889 eV
**Kohn-Sham gap (spin up / spin down)**: 0.192 / 0.269 hartree
**Multiplicity**: 3
**Highest occupied orbital energy (spin up / spin down)**: -4.2 / -9.4 eV
**F_max**: 8.31 eV/Å



Record 10
H7N4OPS | the ωB97M-V functional and the def2-TZVPD basis

The geometry in XYZ format:
```
14
Properties=species:S:1:pos:R:3:nbo_charge:R:1
N -1.08909 2.17488 -0.83239 -0.63
N 2.00835 -1.48446 -0.23768 -0.65
N -1.12411 1.31279 0.30416 -0.79
N 1.37844 -0.79596 0.72970 -0.64
O -1.47205 -0.72041 1.52386 -0.96
P -0.62818 -0.29820 0.19790 1.59
S -1.19171 -1.20158 -1.47576 -0.61
H -0.13704 2.56226 -0.96012 0.32
H -1.17579 1.59193 -1.64508 0.36
H 1.57635 -2.40605 -0.28200 0.38
H 2.44060 -0.99470 -1.02517 0.36
H -0.79711 1.90417 1.02763 0.39
H 1.86195 -0.03184 1.16465 0.36
H -1.65062 -1.61283 1.51032 0.50
```

Computed properties:
**Electronic energy**: -28243.9577 eV
**SMILES**: NNP(O)(=S)NN
**Kohn-Sham gap**: 0.315 hartree
**Multiplicity**: 1
**Highest occupied orbital energy**: -8.1 eV
**F_max**: 4.11 eV/Å



Record 11
H7NP2Si | the ωB97M-V functional and the def2-TZVPD basis

The geometry in XYZ format:
```
11
Properties=species:S:1:pos:R:3:nbo_charge:R:1
N 0.05237 -0.14504 0.74483 -1.34
Si 0.96108 0.71350 1.94312 0.93
P -1.68851 -0.45810 0.90316 0.47
P -0.33674 -0.86973 -3.04503 0.05
H 0.60312 -0.88427 0.37539 0.41
H 1.70861 1.81091 1.41610 -0.19
H 0.15312 0.80401 3.18865 -0.19
H -1.75340 0.19249 2.10392 -0.10
H 0.95957 -1.07516 -2.37150 -0.01
H -0.83341 -0.36092 -1.86761 -0.01
H 0.17420 0.27231 -3.39103 -0.03
```

Computed properties:
**Electronic energy**: -28055.0151 eV
**Kohn-Sham gap (spin up / spin down)**: 0.242 / 0.273 hartree
**Multiplicity**: 1
**Highest occupied orbital energy (spin up / spin down)**: -7.3 / -7.9 eV
**F_max**: 3.41 eV/Å



Record 12
H7O3 | the ωB97M-V functional and the def2-TZVPD basis

The geometry in XYZ format:
```
10
Properties=species:S:1:pos:R:3:nbo_charge:R:1
O -0.42116 -1.55654 -0.94148 -1.00
H -1.26665 -1.49314 -1.54850 0.51
H 0.11342 -2.19904 -1.47137 0.50
O 0.43326 -0.10371 1.43524 -0.83
H -0.33067 -0.31045 1.88111 0.51
H 0.56087 -0.95196 0.82834 0.57
O 0.09809 1.63356 -0.39251 -0.93
H 0.12864 0.87702 0.71191 0.55
H -0.85630 1.84067 -0.66356 0.54
H 0.76923 2.45043 -0.54794 0.57
```

Computed properties:
**Electronic energy**: -6248.0789 eV
**Net charge**: +1
**Kohn-Sham gap**: 0.444 hartree
**Multiplicity**: 1
**Highest occupied orbital energy**: -16.2 eV
**F_max**: 4.77 eV/Å